# 1
A molecular structure, C8H6N. Source: OMol25; level of theory: the ωB97M-V functional and the def2-TZVPD basis.

Positions of all 15 atoms, in Å:
C 0.761 -0.406 -0.042
C 2.160 -0.225 0.023
C -1.090 -0.555 -0.912
C -0.987 0.925 -1.028
C 3.337 -0.039 -0.114
C -1.229 -1.074 0.467
C -0.472 0.429 0.371
C 0.082 -1.783 0.245
N 0.082 -1.242 -1.152
H -0.333 1.311 -1.845
H -1.894 1.688 -1.052
H 4.372 -0.037 0.005
H -2.082 -1.125 1.217
H -0.550 1.159 1.150
H 0.450 -2.766 0.502

Values from the calculation:
Net charge: +1
Relative energy (zero: lowest compared OMol25 entry of this formula, charge and spin) in kcal per mole: 12.5
E_tot in a.u.: -362.6410
HOMO energy in eV: -14.4
Strongest force on any atom in hartree/bohr: 0.0624
HOMO-LUMO gap in eV: 9.1

=====

# 2
C20H14ClN3O3S in the gas phase. Source: OMol25; level of theory: the ωB97M-V functional and the def2-TZVPD basis.

Positions of all 42 atoms, in Å:
C 3.017 -1.521 3.339
O 2.059 -1.368 2.317
C 1.231 -2.406 2.039
C 1.174 -3.598 2.755
C 0.269 -4.585 2.405
C -0.590 -4.391 1.338
Cl -1.724 -5.619 0.910
C -0.546 -3.212 0.608
C 0.362 -2.227 0.953
C 0.442 -0.981 0.121
O 1.156 -0.839 -0.837
N -0.377 0.009 0.613
N -0.728 1.093 -0.194
C 0.192 1.989 -0.686
C 1.558 1.987 -0.225
C 2.135 1.544 0.938
C 3.509 1.831 0.997
C 3.958 2.485 -0.110
S 2.712 2.779 -1.245
N -0.125 2.885 -1.561
C -1.407 2.984 -2.001
C -1.727 3.947 -2.968
C -3.024 4.080 -3.402
C -4.037 3.266 -2.890
C -3.745 2.312 -1.944
C -2.432 2.163 -1.491
C -2.089 1.134 -0.532
O -2.843 0.327 -0.017
H 3.590 -0.595 3.341
H 2.543 -1.655 4.316
H 3.688 -2.361 3.136
H 1.833 -3.771 3.591
H 0.234 -5.506 2.965
H -1.210 -3.064 -0.229
H -1.184 -0.277 1.168
H 1.603 1.038 1.721
H 4.138 1.564 1.827
H 4.958 2.811 -0.320
H -0.932 4.567 -3.352
H -3.267 4.822 -4.148
H -5.051 3.386 -3.243
H -4.506 1.664 -1.535

Values from the calculation:
E_tot in a.u.: -2018.9266
HOMO energy in eV: -8.2
Strongest force on any atom in hartree/bohr: 0.0172
HOMO-LUMO gap in eV: 8.3
SMILES: COc1ccc(Cl)cc1C(=O)Nn1c(-c2cccs2)nc2ccccc2c1=O

=====

# 3
A molecular structure, C12H16N2O3S. Source: OMol25; level of theory: the ωB97M-V functional and the def2-TZVPD basis.

Positions of all 34 atoms, in Å:
C 2.095 -2.063 1.408
C 3.007 -1.028 0.748
C 2.830 -0.973 -0.774
C 2.814 0.436 -1.360
O 2.046 1.365 -0.594
C 0.747 1.094 -0.400
C -0.043 0.308 -1.180
C -1.434 0.107 -0.895
C -2.223 -0.787 -1.814
C -2.885 -1.962 -1.119
O -3.323 -2.909 -1.723
C -2.032 0.681 0.173
C -1.242 1.499 1.015
N -1.634 2.137 2.121
S -0.357 2.918 2.689
N 0.753 2.494 1.622
C 0.144 1.709 0.733
H 1.061 -1.711 1.386
H 2.119 -3.002 0.853
H 2.384 -2.264 2.436
H 4.045 -1.250 0.995
H 2.796 -0.049 1.177
H 3.653 -1.499 -1.261
H 1.925 -1.508 -1.065
H 2.462 0.428 -2.395
H 3.817 0.859 -1.369
H 0.387 -0.177 -2.044
H -1.575 -1.225 -2.572
H -3.010 -0.223 -2.315
H -2.955 -1.920 -0.015
H -3.085 0.549 0.384
O -4.621 2.348 1.571
H -3.668 2.440 1.706
H -4.998 3.178 1.874

Values from the calculation:
Relative energy (zero: lowest compared OMol25 entry of this formula, charge and spin) in kcal per mole: 41.8
E_tot in a.u.: -1200.2651
HOMO energy in eV: -8.8
Strongest force on any atom in hartree/bohr: 0.0104
HOMO-LUMO gap in eV: 8.1

=====

# 4
C11H9NO in the gas phase. Source: OMol25; level of theory: the ωB97M-V functional and the def2-TZVPD basis.

Positions of all 22 atoms, in Å:
C -2.725 1.818 1.644
C -2.075 2.655 0.757
C -0.828 2.480 0.299
C -0.245 1.200 0.637
O 0.870 0.844 -0.082
C 1.054 -0.497 -0.542
C 0.028 -1.230 -1.109
C 0.368 -2.452 -1.708
C 1.701 -2.854 -1.766
N 2.695 -2.095 -1.218
C 2.308 -0.944 -0.714
C -0.874 0.366 1.592
C -2.044 0.743 2.194
H -3.681 2.163 1.987
H -2.741 3.561 0.477
H -0.466 3.104 -0.408
H -0.964 -0.848 -0.992
H -0.304 -3.159 -2.087
H 1.893 -3.881 -2.024
H 3.129 -0.336 -0.388
H -0.333 -0.560 1.795
H -2.366 0.170 3.116

Values from the calculation:
Relative energy (zero: lowest compared OMol25 entry of this formula, charge and spin) in kcal per mole: 7.6
E_tot in a.u.: -554.5084
HOMO energy in eV: -8.6
Strongest force on any atom in hartree/bohr: 0.0891
HOMO-LUMO gap in eV: 9.4
SMILES: c1ccc(Oc2cccnc2)cc1

=====

# 5
2 unconnected molecules or ions with the total composition C8H9B2Cl3NO. Source: OMol25; level of theory: the ωB97M-V functional and the def2-TZVPD basis.

Positions of all 24 atoms, in Å:
Cl -1.856 -2.814 2.380
B -2.322 -1.723 0.965
Cl -3.247 -2.688 -0.373
Cl -3.405 -0.290 1.557
O -1.077 -1.189 0.331
C -1.103 -0.276 -0.574
C 0.072 0.046 -1.332
C -0.009 0.894 -2.476
C 1.142 1.243 -3.172
C 2.392 0.753 -2.765
C 2.478 -0.109 -1.669
C 1.339 -0.468 -0.960
H -2.061 0.177 -0.823
H -0.994 1.242 -2.801
H 1.079 1.888 -4.055
H 3.291 1.034 -3.306
H 3.443 -0.524 -1.370
H 1.389 -1.161 -0.118
H -0.442 0.522 1.951
B -0.306 0.998 3.104
H 0.419 1.982 3.054
H -1.396 1.316 3.557
C 0.343 -0.069 4.056
N 0.833 -0.785 4.842

Values from the calculation:
Net charge: -1
E_tot in a.u.: -1870.6920
HOMO energy in eV: -5.2
Strongest force on any atom in hartree/bohr: 0.0599
HOMO-LUMO gap in eV: 5.6

=====

# 6
A molecular structure, C4H12FeO14S3. Source: OMol25; level of theory: the ωB97M-V functional and the def2-TZVPD basis.

Positions of all 34 atoms, in Å:
Fe 1.258 30.161 -11.228
S -0.940 28.448 -9.472
O -0.943 27.439 -10.531
O 0.102 29.405 -9.883
O -2.208 29.152 -9.329
O -0.600 27.804 -8.194
S 3.212 32.075 -13.060
O 2.402 31.269 -12.149
O 3.165 31.286 -14.264
O 2.645 33.359 -13.184
O 4.559 32.088 -12.522
S 1.335 28.199 -12.956
O 0.760 26.871 -12.904
O 0.460 29.334 -12.775
O 2.081 28.506 -11.730
O 2.310 28.402 -13.993
C 3.018 29.224 -8.667
O 2.612 30.283 -9.521
H 2.951 28.198 -9.027
H 3.951 29.506 -8.180
H 2.298 29.305 -7.853
H 3.140 31.078 -9.423
C 0.856 33.475 -9.129
C -0.222 32.538 -9.720
C -1.479 33.332 -10.015
O 0.304 31.920 -10.858
H 0.354 34.147 -8.433
H 1.391 34.130 -9.816
H 1.625 32.929 -8.583
H -0.463 31.854 -8.906
H -1.334 34.097 -10.778
H -2.041 33.830 -9.225
H -2.227 32.599 -10.317
H 0.098 32.405 -11.660

Values from the calculation:
Net charge: -3
Relative energy (zero: lowest compared OMol25 entry of this formula, charge and spin) in kcal per mole: 33.6
Expectation value of S²: 8.7572
E_tot in a.u.: -3671.1920
HOMO energy (spin up / spin down) in eV: 1.2 / 1.2
2S+1: 6
Strongest force on any atom in hartree/bohr: 0.1275
HOMO-LUMO gap (spin up / spin down) in eV: 5.5 / 5.4

=====

What did the first record say?
A molecular structure, C8H6N. Source: OMol25; level of theory: the ωB97M-V functional and the def2-TZVPD basis.

Positions of all 15 atoms, in Å:
C 0.761 -0.406 -0.042
C 2.160 -0.225 0.023
C -1.090 -0.555 -0.912
C -0.987 0.925 -1.028
C 3.337 -0.039 -0.114
C -1.229 -1.074 0.467
C -0.472 0.429 0.371
C 0.082 -1.783 0.245
N 0.082 -1.242 -1.152
H -0.333 1.311 -1.845
H -1.894 1.688 -1.052
H 4.372 -0.037 0.005
H -2.082 -1.125 1.217
H -0.550 1.159 1.150
H 0.450 -2.766 0.502

Values from the calculation:
Net charge: +1
Relative energy (zero: lowest compared OMol25 entry of this formula, charge and spin) in kcal per mole: 12.5
E_tot in a.u.: -362.6410
HOMO energy in eV: -14.4
Strongest force on any atom in hartree/bohr: 0.0624
HOMO-LUMO gap in eV: 9.1

=====

- Look up the strongest force on any atom of the fifth one.
  0.0599 hartree/bohr

=====

Copy entry 4 word for word.
C11H9NO in the gas phase. Source: OMol25; level of theory: the ωB97M-V functional and the def2-TZVPD basis.

Positions of all 22 atoms, in Å:
C -2.725 1.818 1.644
C -2.075 2.655 0.757
C -0.828 2.480 0.299
C -0.245 1.200 0.637
O 0.870 0.844 -0.082
C 1.054 -0.497 -0.542
C 0.028 -1.230 -1.109
C 0.368 -2.452 -1.708
C 1.701 -2.854 -1.766
N 2.695 -2.095 -1.218
C 2.308 -0.944 -0.714
C -0.874 0.366 1.592
C -2.044 0.743 2.194
H -3.681 2.163 1.987
H -2.741 3.561 0.477
H -0.466 3.104 -0.408
H -0.964 -0.848 -0.992
H -0.304 -3.159 -2.087
H 1.893 -3.881 -2.024
H 3.129 -0.336 -0.388
H -0.333 -0.560 1.795
H -2.366 0.170 3.116

Values from the calculation:
Relative energy (zero: lowest compared OMol25 entry of this formula, charge and spin) in kcal per mole: 7.6
E_tot in a.u.: -554.5084
HOMO energy in eV: -8.6
Strongest force on any atom in hartree/bohr: 0.0891
HOMO-LUMO gap in eV: 9.4
SMILES: c1ccc(Oc2cccnc2)cc1

=====

- Look up the strongest force on any atom of the fourth one.
  0.0891 hartree/bohr